# 1
83
Properties=species:S:1:pos:R:3 method="wB97M-V/def2-TZVPD" s_squared=0.7694 homo_ev="-8.27 / -8.24" e_tot_ha=-6565.15206 orbital_gap_ha="0.2637 / 0.2631" de_lowest_kcal_mol=10.4 spin_multiplicity=2 lumo_ev="-1.09 / -1.08"
Co -0.40 1.29 0.85
F 2.58 4.79 3.60
C 1.42 4.12 3.47
C 1.28 3.25 2.40
C 0.10 2.54 2.24
C -0.93 2.73 3.19
C -0.73 3.61 4.24
F -1.72 3.82 5.15
C 0.44 4.32 4.42
C -2.21 2.05 2.93
C -3.16 1.72 3.89
C -4.35 1.14 3.50
C -4.57 0.90 2.15
C -3.56 1.20 1.26
N -2.40 1.74 1.63
H 2.13 3.12 1.75
H 0.57 5.00 5.24
H -2.96 1.92 4.93
H -5.09 0.87 4.23
H -5.50 0.47 1.79
H -3.68 1.00 0.20
C 2.19 0.21 -3.20
O 1.04 0.15 -2.40
H 2.20 1.17 -3.72
H 2.21 -0.59 -3.96
H 3.11 0.14 -2.61
H 1.14 -0.52 -1.69
C -1.72 0.90 -2.64
C -1.82 -0.15 -1.59
N -1.37 -0.08 -0.35
C -1.75 -1.25 0.28
C -2.44 -2.03 -0.59
N -2.49 -1.32 -1.77
C -3.03 -1.82 -3.01
N -2.52 -3.13 -3.31
N -3.37 -4.17 -3.43
N -2.71 -5.24 -3.65
C -1.36 -4.91 -3.67
C -0.24 -5.72 -3.86
C 0.99 -5.10 -3.80
C 1.10 -3.71 -3.56
C 0.00 -2.90 -3.38
C -1.24 -3.55 -3.45
H -1.03 1.67 -2.31
H -2.69 1.33 -2.85
H -1.30 0.49 -3.56
H -1.50 -1.43 1.31
H -2.88 -3.00 -0.49
H -2.77 -1.11 -3.81
H -4.12 -1.91 -2.96
H -0.33 -6.78 -4.04
H 1.89 -5.68 -3.94
H 2.09 -3.27 -3.50
H 0.10 -1.84 -3.18
Se -1.33 4.15 -0.52
N -0.13 2.84 -0.45
C 1.04 3.33 -0.83
C 2.27 2.60 -0.84
C 3.39 3.24 -1.24
C 3.37 4.63 -1.65
C 2.23 5.35 -1.65
C 1.01 4.72 -1.23
N -0.16 5.32 -1.15
H 2.28 1.57 -0.51
H 4.34 2.72 -1.25
H 4.30 5.09 -1.96
H 2.20 6.39 -1.95
O 1.24 -1.52 -0.39
C 1.30 -1.33 0.82
N 0.86 -0.23 1.49
S 1.24 -0.31 3.10
O 0.03 -0.29 3.87
O 2.29 0.61 3.44
C 1.90 -1.94 3.05
C 2.40 -2.71 4.07
C 2.89 -3.97 3.73
C 2.87 -4.41 2.41
C 2.37 -3.61 1.39
C 1.88 -2.37 1.74
H 2.42 -2.36 5.09
H 3.28 -4.61 4.51
H 3.26 -5.40 2.18
H 2.35 -3.94 0.36

=====

# 2
77
Properties=species:S:1:pos:R:3 method="wB97M-V/def2-TZVPD" total_charge=-1 homo_ev="-2.47 / -1.97" e_tot_ha=-3045.06749 orbital_gap_ha="0.1787 / 0.1606" de_lowest_kcal_mol=0.0 lumo_ev="2.40 / 2.40"
Hg -0.11 -0.13 0.59
C 3.23 1.14 1.49
C 3.42 -0.11 0.70
C 4.71 -0.60 0.51
C 4.88 -1.80 -0.15
C 3.77 -2.44 -0.65
C 2.50 -1.87 -0.48
N 2.35 -0.73 0.22
C 1.31 -2.47 -1.11
C 1.45 -3.50 -2.03
C 0.31 -4.03 -2.63
C -0.91 -3.47 -2.35
C -1.00 -2.38 -1.47
N 0.11 -1.96 -0.80
C -2.26 -1.71 -1.22
C -3.44 -2.06 -1.91
C -4.62 -1.43 -1.62
C -4.64 -0.44 -0.64
C -3.44 -0.13 0.00
C -3.43 0.92 1.07
N -2.30 -0.73 -0.30
H 4.15 1.72 1.54
H 2.92 0.88 2.50
H 2.44 1.75 1.04
H 5.56 -0.05 0.90
H 5.87 -2.22 -0.29
H 3.89 -3.38 -1.16
H 2.41 -3.89 -2.31
H 0.39 -4.86 -3.33
H -1.79 -3.86 -2.84
H -3.43 -2.83 -2.66
H -5.54 -1.71 -2.13
H -5.55 0.06 -0.37
H -4.42 1.04 1.49
H -3.10 1.87 0.66
H -2.73 0.64 1.85
N -1.43 -0.33 -4.27
C -0.46 -0.44 -3.28
N -0.33 0.41 -2.32
C -1.13 1.52 -2.29
N -1.11 2.38 -1.30
N -0.57 2.05 -0.14
C -0.36 3.05 0.71
C 0.01 2.83 2.04
C 0.27 3.91 2.92
C 0.62 3.66 4.22
C 0.73 2.33 4.65
C 0.49 1.33 3.73
N 0.14 1.54 2.47
C -1.93 1.86 -3.46
C -2.51 3.10 -3.66
C -3.27 3.35 -4.79
C -3.45 2.37 -5.74
C -2.84 1.12 -5.58
C -2.08 0.87 -4.45
H -1.48 -1.03 -5.00
H 0.26 -1.23 -3.41
H -0.48 4.07 0.35
H 0.17 4.91 2.53
H 0.79 4.48 4.90
H 0.99 2.10 5.67
H 0.57 0.28 4.02
H -2.37 3.85 -2.89
H -3.71 4.33 -4.93
H -4.05 2.55 -6.62
H -2.97 0.35 -6.32
Te 0.75 -2.78 3.68
C 2.51 -1.78 4.34
C 2.65 -1.10 5.51
C 3.98 -0.84 5.87
C 4.87 -1.32 4.96
S 4.07 -2.10 3.65
H 1.80 -0.81 6.10
H 4.26 -0.33 6.78
H 5.94 -1.30 4.98
S -1.82 -2.70 2.09
C -0.48 -1.77 2.18